Here is a molecular structure, C25H27F6N3O5Yb from the Open Molecules 2025 dataset. Energies are from ωB97M-V/def2-TZVPD.

Summary:
E = -3267.186355 hartree
Kohn-Sham gap (alpha / beta) = 9.25 / 8.62 eV
energy relative to the best compared isomer or geometry (same formula, charge and spin) = 0.0 kcal/mol
2S+1 = 2
charge = +1
F_max = 0.018 hartree/bohr
expectation value of S² = 0.751
HOMO (alpha / beta) = -12.0 / -12.0 eV

Last column: Löwdin spin population.
Atoms and positions in Å:
Yb  -0.41029  -0.28228  -0.37984  1.0055
C  -2.27992  -1.99444  2.30994  0.0000
C  -0.78838  -1.86293  2.11892  -0.0004
C  -0.11141  -2.60783  1.14644  -0.0005
C  1.28451  -2.71203  1.15764  -0.0001
C  1.99851  -3.59182  0.16749  0.0000
C  1.99110  -2.03501  2.14081  0.0000
C  1.35448  -1.24004  3.08666  -0.0001
C  2.14968  -0.49897  4.12557  0.0000
C  -0.03515  -1.15052  3.04964  0.0002
H  -2.75029  -2.48974  1.46400  0.0000
H  -2.77001  -1.03096  2.45918  0.0000
H  -2.46789  -2.59221  3.20282  0.0000
H  -0.68208  -3.23906  0.47659  0.0000
H  2.52506  -4.39485  0.68539  0.0000
H  2.74266  -3.02728  -0.39861  0.0000
H  1.30717  -4.04223  -0.54258  0.0000
H  3.07261  -2.12819  2.17238  0.0000
H  3.05007  -1.05255  4.39311  0.0000
H  1.56640  -0.33760  5.03277  0.0000
H  2.45504  0.47413  3.73569  0.0000
H  -0.55177  -0.58723  3.82241  0.0000
O  -2.87798  -0.49627  -0.26459  -0.0008
C  -3.91225  0.45970  0.05718  0.0000
C  -3.98808  1.54247  -0.99590  0.0000
C  -2.63754  2.22527  -1.26155  0.0001
C  -1.99880  2.67070  0.02157  0.0001
C  -2.29467  3.90295  0.57692  0.0000
C  -1.78525  4.24075  1.82073  0.0000
C  -0.98406  3.33221  2.48884  0.0000
C  -0.70877  2.12976  1.87116  0.0000
N  -1.19952  1.79549  0.66634  -0.0009
H  -3.15662  -1.07447  -0.98385  0.0000
H  -3.64729  0.86110  1.03293  0.0000
H  -4.85480  -0.07433  0.16901  0.0000
H  -4.71986  2.28323  -0.65981  0.0000
H  -4.37432  1.13044  -1.93127  0.0000
H  -2.77811  3.08037  -1.92208  0.0000
H  -1.97548  1.55519  -1.81294  0.0000
H  -2.92276  4.59245  0.02795  0.0000
H  -2.00807  5.20332  2.26330  0.0000
H  -0.55498  3.54685  3.45754  0.0000
H  -0.04630  1.41147  2.33342  0.0000
F  5.55591  -0.02790  -3.57334  0.0000
C  4.32112  0.24628  -3.18981  0.0000
C  4.05574  1.08911  -2.19842  0.0000
N  2.74377  1.39151  -1.82184  -0.0001
C  2.50600  2.20678  -0.62340  0.0000
C  2.07709  1.43661  0.60632  0.0000
O  2.26624  1.91403  1.69932  0.0001
O  1.44471  0.31146  0.35657  -0.0009
C  1.70030  0.79715  -2.42974  0.0000
O  0.51388  1.00239  -2.06803  -0.0003
N  1.97470  -0.03922  -3.45387  -0.0001
C  3.24825  -0.43754  -3.91159  0.0000
O  3.37721  -1.19604  -4.82966  0.0000
H  4.84132  1.59553  -1.65650  0.0000
H  1.72234  2.92896  -0.85309  0.0000
H  3.41490  2.75983  -0.40612  0.0000
H  1.18085  -0.49422  -3.89019  0.0000
F  0.42643  -1.83293  -1.74805  0.0001
C  -1.04418  -2.12888  -1.94503  -0.0009
F  -1.40216  -0.79336  -2.43466  -0.0007
C  -1.03437  -2.95960  -3.21403  -0.0001
F  -2.28729  -3.09134  -3.64792  0.0000
F  -0.30772  -2.41549  -4.20892  -0.0001
F  -0.51962  -4.15808  -2.93931  0.0000

Forces on atoms 1 to 6 (eV/Å):
Yb -0.61 0.44 0.55
C 0.00 0.04 -0.06
C -0.10 0.03 0.21
C -0.03 -0.21 0.11
C 0.04 -0.05 -0.05
C -0.01 0.03 -0.02

=====

Here is a single C25H27FN4O2 molecule from the Open Molecules 2025 dataset. Energies are from ωB97M-V/def2-TZVPD.

Summary:
E = -1438.246283 hartree
Kohn-Sham gap = 8.23 eV
energy relative to the best compared isomer or geometry (same formula, charge and spin) = 13.8 kcal/mol
2S+1 = 1
charge = 0
F_max = 0.011 hartree/bohr
SMILES string = O=C(NC[C@@H](c1cccnc1)N1CCN(c2ccc(F)cc2)CC1)OCc1ccccc1
HOMO = -7.7 eV

Last column: natural (NBO) charge in e.
Atoms and positions in Å:
O  3.05396  -1.62018  0.77417  -0.6612
C  2.48070  -1.10905  1.70265  0.8910
N  1.65465  -0.03789  1.61288  -0.6327
C  1.18544  0.44739  0.33883  -0.2141
C  -0.12296  -0.24778  -0.08436  -0.0618
C  -1.25142  -0.03273  0.90051  -0.0885
C  -1.53901  1.19916  1.48105  -0.1829
C  -2.63956  1.31808  2.31403  -0.2519
C  -3.42473  0.19752  2.53651  0.0329
N  -3.16283  -0.98040  1.99770  -0.4078
C  -2.11030  -1.08646  1.20925  0.0376
N  -0.47603  0.11539  -1.45455  -0.4478
C  -1.38691  -0.82559  -2.08269  -0.2419
C  -1.46190  -0.50460  -3.57928  -0.2086
N  -1.91025  0.84804  -3.82000  -0.4345
C  -3.26149  1.14533  -3.92221  0.1647
C  -4.26686  0.19275  -3.71801  -0.2647
C  -5.60086  0.50504  -3.89936  -0.2466
C  -5.95110  1.78372  -4.28333  0.3531
F  -7.25829  2.09638  -4.45158  -0.3306
C  -4.98731  2.75045  -4.50351  -0.2592
C  -3.65833  2.42729  -4.32926  -0.2299
C  -1.01780  1.77115  -3.15349  -0.2084
C  -0.95637  1.47010  -1.64922  -0.2432
O  2.58063  -1.50187  2.99116  -0.5210
C  3.52607  -2.54173  3.27126  -0.1120
C  4.86521  -1.96270  3.64510  0.0252
C  5.73553  -1.53122  2.65113  -0.2354
C  6.95230  -0.96537  2.98786  -0.1957
C  7.31102  -0.82795  4.31830  -0.2126
C  6.44700  -1.25436  5.31239  -0.2098
C  5.22715  -1.81580  4.97730  -0.2301
H  1.13286  0.20473  2.44064  0.4063
H  1.07195  1.53014  0.40365  0.1900
H  1.95091  0.21304  -0.40313  0.2453
H  0.10113  -1.32170  -0.11109  0.2151
H  -0.91502  2.06087  1.29256  0.2123
H  -2.88245  2.26219  2.77685  0.2210
H  -4.29849  0.23874  3.17288  0.1950
H  -1.93565  -2.07426  0.79990  0.1910
H  -0.99589  -1.83621  -1.94876  0.2069
H  -2.39678  -0.77515  -1.63937  0.1742
H  -2.10342  -1.21352  -4.10091  0.2103
H  -0.45229  -0.58565  -3.99534  0.2045
H  -4.02231  -0.80874  -3.40369  0.2135
H  -6.36754  -0.23564  -3.73444  0.2268
H  -5.28082  3.73963  -4.81792  0.2277
H  -2.91483  3.18053  -4.53680  0.2112
H  -1.34201  2.79912  -3.30016  0.2084
H  -0.01822  1.64896  -3.58116  0.2011
H  -0.26558  2.16976  -1.17897  0.2001
H  -1.96440  1.62029  -1.22038  0.1769
H  3.61676  -3.17754  2.38396  0.2157
H  3.09544  -3.10811  4.09989  0.1949
H  5.45077  -1.63870  1.61502  0.2338
H  7.62348  -0.63314  2.20960  0.2119
H  8.26240  -0.38876  4.58042  0.2127
H  6.72267  -1.14793  6.35141  0.2126
H  4.55198  -2.14504  5.75409  0.2090

Forces on atoms 1 to 6 (eV/Å):
O 0.22 -0.28 -0.36
C -0.16 0.23 0.30
N -0.21 0.16 0.28
C -0.09 -0.29 -0.22
C 0.24 0.11 0.00
C -0.09 -0.08 0.07